The following is a DFT calculation (ωB97M-V/def2-TZVPD) of a structure of composition C26H53BrF3InNO18 at a distorted geometry.

As for the HOMO-LUMO gap: 0.260 Ha. The maximum force comes out at 2.40 eV Å⁻¹. The net charge is -1. As for the lowest unoccupied orbital energy: 1.74 eV.

Atoms and positions in Å:
N  0.353  -0.859  1.094
C  0.134  -2.031  0.167
C  -1.435  -2.100  -0.118
O  -1.689  -1.605  -1.457
C  -2.084  -3.545  0.052
In  -4.165  -3.493  0.994
O  -4.107  -2.763  2.979
Br  -5.160  -5.966  1.071
C  -5.626  -2.197  -0.201
C  -5.025  -0.757  -0.518
O  -4.959  -0.456  -1.934
C  -5.706  0.441  0.261
F  -6.659  1.051  -0.543
F  -6.175  0.119  1.522
F  -4.692  1.413  0.469
H  1.254  -0.417  0.902
H  0.262  -1.144  2.071
H  0.706  -1.764  -0.782
H  0.562  -2.971  0.629
H  -1.944  -1.422  0.644
H  -1.525  -2.307  -2.112
H  -1.482  -4.241  0.723
H  -2.191  -4.027  -0.980
H  -3.465  -3.309  3.466
H  -6.533  -2.082  0.477
H  -5.943  -2.765  -1.140
H  -3.935  -0.774  -0.180
H  -5.161  -1.260  -2.440
C  -7.224  2.829  1.774
C  -6.541  4.172  1.945
O  -7.478  5.258  1.845
C  -8.277  5.437  2.901
O  -8.277  4.782  3.913
O  -9.103  6.460  2.630
C  -10.084  6.685  3.639
H  -7.781  2.799  0.836
H  -6.498  2.031  1.780
H  -7.942  2.641  2.575
H  -5.818  4.311  1.140
H  -5.990  4.229  2.888
H  -9.622  6.822  4.618
H  -10.791  5.854  3.663
H  -10.625  7.595  3.381
C  4.494  -2.908  -3.393
C  3.788  -4.235  -3.600
O  2.367  -4.068  -3.666
C  1.897  -3.542  -4.803
O  2.554  -3.209  -5.758
O  0.569  -3.424  -4.688
C  -0.050  -2.773  -5.796
H  4.101  -2.400  -2.509
H  5.568  -3.059  -3.270
H  4.339  -2.237  -4.240
H  3.985  -4.883  -2.745
H  4.154  -4.753  -4.490
H  0.203  -3.264  -6.736
H  0.244  -1.722  -5.821
H  -1.129  -2.828  -5.655
C  -3.306  9.165  -1.941
C  -2.225  8.741  -0.965
O  -2.583  7.538  -0.277
C  -2.497  6.410  -0.998
O  -2.146  6.330  -2.148
O  -2.893  5.392  -0.226
C  -2.953  4.137  -0.909
H  -4.267  9.257  -1.431
H  -3.054  10.122  -2.403
H  -3.438  8.428  -2.735
H  -2.108  9.512  -0.201
H  -1.256  8.625  -1.459
H  -2.001  3.898  -1.384
H  -3.756  4.154  -1.648
H  -3.175  3.365  -0.174
C  9.559  -4.910  1.221
C  9.383  -5.324  -0.228
O  8.465  -4.460  -0.906
C  8.935  -3.246  -1.218
O  10.043  -2.832  -0.986
O  7.951  -2.557  -1.808
C  8.288  -1.201  -2.096
H  8.590  -4.862  1.723
H  10.201  -5.617  1.750
H  10.008  -3.919  1.300
H  8.953  -6.327  -0.265
H  10.338  -5.363  -0.758
H  9.200  -1.136  -2.690
H  8.396  -0.640  -1.165
H  7.469  -0.768  -2.669
C  5.656  -2.915  5.162
C  5.481  -3.330  3.713
O  4.564  -2.468  3.029
C  5.032  -1.254  2.715
O  6.140  -0.838  2.948
O  4.048  -0.569  2.119
C  4.385  0.787  1.829
H  4.687  -2.866  5.665
H  6.297  -3.622  5.690
H  6.104  -1.923  5.241
H  5.052  -4.333  3.678
H  6.438  -3.368  3.185
H  5.299  0.850  1.237
H  4.490  1.350  2.758
H  3.567  1.217  1.252

***

The following is a DFT calculation (ωB97M-V/def2-TZVPD) of a cluster of 2 separate species, C5H10N2O2 in total at a distorted geometry.

As for the HOMO-LUMO gap: 0.323 Ha. Its SMILES is COC(N)=O.C=C=NC. The maximum force comes out at 4.54 eV Å⁻¹. As for the lowest unoccupied orbital energy: 0.72 eV.

Atoms and positions in Å:
C  -2.018  1.430  -0.143
O  -1.003  0.543  0.326
C  -1.218  -0.900  0.083
N  -0.927  -1.580  1.223
O  -1.903  -1.270  -0.829
H  -2.481  1.039  -1.051
H  -1.592  2.414  -0.330
H  -2.786  1.548  0.622
H  -0.224  -1.147  1.811
H  -1.007  -2.581  1.151
C  1.368  1.527  1.084
C  1.181  0.573  0.192
N  1.529  -0.555  -0.209
C  1.941  -1.100  -1.467
H  0.724  2.390  1.117
H  2.200  1.469  1.768
H  1.101  -1.617  -1.946
H  2.389  -0.344  -2.117
H  2.725  -1.838  -1.285

***

The following is a DFT calculation (ωB97M-V/def2-TZVPD) of a cluster of 2 separate species, H2N2O5S in total at a distorted geometry.

As for the HOMO-LUMO gap (spin up / spin down): 0.296 / 0.149 Ha. The maximum force comes out at 4.85 eV Å⁻¹. As for the lowest unoccupied orbital energy (spin up / spin down): -1.42 / -3.81 eV.

Atoms and positions in Å:
N  2.390  -1.017  -0.495
N  -2.582  0.292  0.248
O  -3.491  1.067  0.129
O  -2.366  -0.877  0.179
O  -0.553  2.014  -0.326
O  0.257  0.253  1.116
O  2.380  -0.825  -1.696
S  -0.808  1.197  0.898
H  2.934  -1.796  -0.055
H  1.842  -0.307  0.003

***

The following is a DFT calculation (ωB97M-V/def2-TZVPD) of an isolated molecule of CH3P3 at a distorted geometry.

As for the HOMO-LUMO gap (spin up / spin down): 0.259 / 0.254 Ha. Its SMILES is P#P=CP. The maximum force comes out at 2.18 eV Å⁻¹. As for the lowest unoccupied orbital energy (spin up / spin down): -0.95 / -0.95 eV.

Atoms and positions in Å:
P  -0.251  -1.497  -2.630
P  -1.829  -1.641  -1.365
C  -1.132  -0.175  -0.560
P  -0.125  -0.180  0.924
H  -1.324  0.793  -0.998
H  0.885  0.668  0.472
H  0.606  -1.338  0.673

***

The following is a DFT calculation (ωB97M-V/def2-TZVPD) of a structure of composition C30H41HfN2O5SSiTe at a distorted geometry.

As for the HOMO-LUMO gap: 0.202 Ha. The maximum force comes out at 2.18 eV Å⁻¹. The net charge is +3. As for the lowest unoccupied orbital energy: -9.89 eV.

Atoms and positions in Å:
Hf  -0.237  0.434  -0.712
O  0.066  4.818  -1.743
C  -0.329  3.625  -1.421
O  0.454  2.668  -1.189
C  -1.780  3.415  -1.303
C  -2.747  4.403  -1.497
C  -4.085  4.051  -1.388
C  -4.426  2.717  -1.161
C  -3.408  1.790  -0.989
N  -2.097  2.135  -1.013
C  -3.539  0.322  -0.822
O  -4.672  -0.311  -0.847
O  -2.478  -0.311  -0.691
H  1.032  4.931  -1.815
H  -2.445  5.415  -1.721
H  -4.860  4.793  -1.493
H  -5.465  2.435  -1.100
H  -5.486  0.203  -0.976
C  1.846  -0.161  -0.482
Si  1.880  -0.982  1.241
C  1.053  0.477  2.230
N  -0.123  1.097  1.546
C  -1.397  0.627  2.158
C  -1.625  1.088  3.604
C  -1.529  2.609  3.718
C  -0.193  3.064  3.142
C  -0.067  2.578  1.699
C  0.579  -2.364  1.401
C  -0.589  -2.320  0.643
C  -1.627  -3.215  0.847
C  -1.512  -4.180  1.835
C  -0.355  -4.249  2.594
C  0.681  -3.356  2.374
C  3.482  -1.568  2.043
C  3.601  -1.622  3.435
C  4.704  -2.208  4.033
C  5.722  -2.730  3.249
C  5.628  -2.670  1.867
C  4.521  -2.089  1.271
H  2.247  -0.791  -1.281
H  2.475  0.735  -0.435
H  1.817  1.237  2.390
H  0.762  0.145  3.226
H  -1.425  -0.468  2.111
H  -2.217  1.041  1.555
H  -0.902  0.625  4.276
H  -2.611  0.742  3.912
H  -1.604  2.906  4.763
H  -2.348  3.086  3.171
H  0.625  2.683  3.751
H  -0.126  4.152  3.147
H  0.873  2.932  1.264
H  -0.907  3.004  1.138
H  -0.669  -1.547  -0.130
H  -2.526  -3.148  0.253
H  -2.319  -4.874  2.011
H  -0.264  -4.995  3.368
H  1.581  -3.419  2.969
H  2.821  -1.213  4.061
H  4.769  -2.261  5.107
H  6.588  -3.174  3.714
H  6.409  -3.090  1.254
H  4.457  -2.051  0.192
C  1.183  -3.211  -2.889
S  -0.529  -2.641  -2.659
C  -1.037  -2.796  -4.398
O  -0.349  -1.104  -2.439
H  1.173  -4.195  -3.346
H  1.658  -3.286  -1.915
H  1.718  -2.513  -3.527
H  -1.183  -3.854  -4.593
H  -0.285  -2.407  -5.074
H  -1.979  -2.277  -4.542
C  -0.713  0.695  -5.593
Te  -0.546  1.608  -3.642
C  1.588  1.670  -3.934
H  -0.253  1.362  -6.320
H  -1.749  0.548  -5.872
H  -0.194  -0.259  -5.627
H  1.946  0.667  -4.157
H  2.084  2.050  -3.046
H  1.782  2.320  -4.786

***

- maximum force of number 4 (CH3P3)?
  2.18 eV Å⁻¹